Density functional theory data (ωB97M-V with the def2-TZVPD basis set) for 3 unconnected molecules or ions with the total composition C4H5Cl3O at a distorted geometry.

## Properties
**LUMO energy**: -1.13 eV
**E_HOMO**: -9.65 eV
**Largest force on an atom**: 0.1149 Eh/bohr
**Orbital gap**: 0.313 hartree
**Spin multiplicity**: 1
**Energy above the lowest of the compared OMol25 structures with the same formula, charge and spin**: 3.5615 eV
**E_tot**: -43840.2858 eV
**Total charge**: 0

CARTESIAN COORDINATES (ANGSTROEM)
C: 0.33055 -0.23219 -3.16609
C: 0.20477 -0.71532 1.75032
C: -1.12363 0.48062 -0.16551
C: -0.88602 -0.33228 0.92078
O: -0.79464 -0.39574 -3.43732
Cl: 0.23469 1.13031 -1.09963
Cl: 0.73133 -2.14381 -1.66924
Cl: -2.55174 -0.48600 1.82211
H: 1.34211 -0.65095 -2.99240
H: 1.01475 -0.86038 0.93825
H: 0.49517 0.00388 2.49696
H: -0.06060 -1.66273 2.14364
H: -2.14174 0.63097 -0.50504

Forces on the atoms, in the same order (eV/Å):
C -4.7850 -2.3503 -0.3799
C 2.4788 -0.5972 -2.5695
C 1.3213 -2.1212 1.6832
C -4.5262 3.5945 -1.2304
O 3.8081 1.5170 0.1046
Cl -0.6100 0.1222 0.7276
Cl 0.4927 0.2022 -0.1953
Cl 1.4559 -0.2852 -0.8227
H 0.2897 0.1926 0.2849
H -0.5526 0.0454 1.6622
H -0.0450 0.2500 0.2562
H 0.2311 -0.9369 0.7344
H 0.4412 0.3669 -0.2552